This record from the Open Molecules 2025 dataset describes a 3-piece molecular cluster, CH8N2O2 overall in a non-equilibrium geometry. The level of theory is ωB97M-V/def2-TZVPD.

Results
LUMO energy ... 0.85 eV
Structure (SMILES) ... [H]/N=C\N.O.O

```
! RIJCOSX wB97M-V def2-TZVPD def2/J DEFGRID3
* xyz 0 1
N -1.781 0.793 3.487
C -0.565 0.887 2.854
N -0.286 0.232 1.806
H -2.442 0.236 2.967
H -2.071 1.772 3.666
H 0.168 1.692 3.181
H -1.141 -0.037 1.312
H 0.830 0.892 -1.000
H 1.568 0.671 0.398
O 1.567 1.219 -0.446
H 1.306 -3.580 -6.224
H 1.046 -2.106 -5.905
O 1.802 -2.671 -6.095
*
```

This record from the Open Molecules 2025 dataset describes a 2-piece molecular cluster, C6H16N2O2P overall in a non-equilibrium geometry. The level of theory is ωB97M-V/def2-TZVPD.

Results
LUMO energy (spin up / spin down) ... 3.43 / 3.28 eV

```
! RIJCOSX wB97M-V def2-TZVPD def2/J DEFGRID3
* xyz -1 1
C 2.857 -0.451 -0.490
C 1.141 -2.409 -0.641
C -2.514 0.333 0.455
C -1.695 2.224 1.857
C 1.431 -1.001 -0.164
C -1.341 0.904 1.201
N 0.598 0.135 -2.731
N 0.388 -0.143 -0.579
O 1.122 1.990 0.942
O -0.413 2.286 -1.046
P 0.044 1.419 0.024
H 3.503 -1.299 -0.272
H 2.621 -0.196 -1.504
H 3.044 0.506 0.095
H 1.209 -2.339 -1.711
H 0.221 -2.666 -0.203
H 2.063 -3.088 -0.376
H -3.366 0.017 1.017
H -2.992 1.058 -0.197
H -2.171 -0.310 -0.406
H -2.645 2.181 2.598
H -1.878 2.767 0.947
H -0.810 2.478 2.449
H 1.394 -0.746 1.001
H -0.999 0.293 1.933
H 1.335 0.842 -2.561
H -0.273 0.657 -2.757
*
```

This record from the Open Molecules 2025 dataset describes C22H36BCl8F4N2O3 as an isolated structure in a non-equilibrium geometry. The level of theory is ωB97M-V/def2-TZVPD.

Results
LUMO energy ... 1.73 eV

```
! RIJCOSX wB97M-V def2-TZVPD def2/J DEFGRID3
* xyz -1 1
C -0.940 3.278 3.863
C -0.031 1.965 3.966
O 1.143 2.048 3.487
N -0.427 0.686 4.602
C -1.798 0.243 4.192
C -1.874 -1.226 3.547
C -0.867 -1.463 2.305
C 0.673 -1.660 2.734
B 1.301 -3.131 2.302
O 0.522 -4.136 3.113
C 1.038 -3.525 0.724
C 1.123 -2.291 -0.299
C 1.568 -2.799 -1.793
N 0.451 -2.687 -2.784
C 0.671 -1.603 -3.778
C -0.461 -0.472 -3.794
C 0.010 1.001 -4.052
C -0.994 2.212 -4.144
C -2.536 1.974 -3.951
C -3.018 0.496 -3.687
C -1.986 -0.691 -3.615
O -2.523 -2.005 -3.412
C 2.865 -3.278 2.792
F 3.039 -2.695 4.118
F 3.212 -4.672 2.876
C 3.958 -2.563 1.860
F 4.160 -3.213 0.586
F 3.757 -1.138 1.722
H -1.656 3.146 2.963
H -0.317 4.213 3.648
H -1.547 3.481 4.818
H -0.415 0.894 5.621
H -2.428 0.200 5.167
H -2.349 0.977 3.505
H -1.796 -2.052 4.351
H -2.942 -1.331 3.113
H -1.293 -2.358 1.721
H -0.901 -0.552 1.583
H 1.288 -0.767 2.374
H 0.689 -1.655 3.894
H 0.645 -4.975 2.601
H 1.783 -4.376 0.465
H -0.008 -4.024 0.662
H 1.900 -1.496 -0.011
H 0.104 -1.772 -0.298
H 2.552 -2.325 -2.124
H 1.789 -3.929 -1.659
H -0.397 -2.546 -2.222
H 0.734 -2.012 -4.862
H 1.676 -1.049 -3.613
H 1.116 1.217 -4.224
H -0.580 3.263 -4.373
H -3.301 2.822 -4.033
H -4.151 0.318 -3.564
H -2.566 -2.094 -2.423
H 4.973 -2.660 2.409
C 7.302 -3.123 -0.923
Cl 7.064 -3.169 -2.674
Cl 8.605 -2.011 -0.484
H 6.379 -2.792 -0.449
H 7.557 -4.123 -0.575
C -4.234 5.755 -5.819
Cl -5.721 4.909 -5.372
Cl -2.807 4.885 -5.246
H -4.187 5.837 -6.904
H -4.246 6.749 -5.374
C 0.307 2.919 -0.443
Cl 0.389 2.116 -2.023
Cl -1.278 3.664 -0.189
H 0.480 2.181 0.340
H 1.073 3.692 -0.396
C -4.215 5.135 1.393
Cl -5.084 3.598 1.310
Cl -4.010 5.665 3.068
H -3.232 5.012 0.938
H -4.780 5.891 0.849
*
```

This record from the Open Molecules 2025 dataset describes C8H20AlB2O4 as an isolated structure in a non-equilibrium geometry. The level of theory is ωB97M-V/def2-TZVPD.

Results
LUMO energy ... -9.72 eV

```
! RIJCOSX wB97M-V def2-TZVPD def2/J DEFGRID3
* xyz 1 1
Al 11.573 17.892 -20.065
B 9.434 18.466 -18.098
H 10.441 18.576 -17.729
H 8.789 18.675 -17.259
H 9.261 19.163 -18.904
H 9.192 17.457 -18.392
B 12.269 16.719 -22.808
H 12.611 16.204 -23.692
H 11.886 16.022 -22.078
H 13.057 17.271 -22.320
H 11.458 17.400 -23.016
O 10.992 15.423 -18.521
C 11.056 14.851 -17.436
O 10.012 14.700 -16.581
C 10.388 13.867 -15.480
C 11.939 13.916 -15.428
C 12.226 14.103 -16.893
H 10.024 12.848 -15.612
H 9.947 14.200 -14.540
H 12.339 13.002 -14.988
H 12.297 14.704 -14.765
H 12.048 13.117 -17.322
H 13.192 14.538 -17.152
O 13.161 17.240 -17.608
C 13.973 17.065 -16.706
O 13.722 17.460 -15.443
C 14.870 17.157 -14.585
C 16.014 16.947 -15.496
C 15.410 16.514 -16.804
H 14.732 16.207 -14.067
H 14.969 17.947 -13.840
H 16.839 16.329 -15.143
H 16.540 17.889 -15.652
H 15.252 15.438 -16.885
H 15.803 16.861 -17.760
*
```

This record from the Open Molecules 2025 dataset describes C52H43F3MoN9P as an isolated structure in a non-equilibrium geometry. The level of theory is ωB97M-V/def2-TZVPD.

Results
LUMO energy ... -13.34 eV

```
! RIJCOSX wB97M-V def2-TZVPD def2/J DEFGRID3
* xyz 4 1
Mo -0.462 -0.137 -0.741
C -5.919 -0.648 3.134
C -5.815 0.734 3.209
C -4.819 1.428 2.505
C -3.947 0.669 1.763
C -2.843 1.039 0.910
N -2.157 -0.084 0.457
C -2.924 -1.165 0.897
N -2.703 -2.439 0.668
C -1.838 -2.854 -0.223
C -1.542 -4.257 -0.455
C -2.049 -5.396 0.126
C -1.603 -6.622 -0.384
C -0.704 -6.678 -1.441
C -0.224 -5.511 -2.049
C -0.658 -4.313 -1.527
C -0.456 -2.945 -1.969
N 0.158 -2.624 -3.074
C 0.235 -1.385 -3.519
N 0.052 -0.215 -2.779
C 0.088 0.808 -3.710
N -0.147 2.076 -3.477
C -0.752 2.488 -2.390
N -1.185 1.710 -1.309
C -1.955 2.585 -0.522
N -2.664 2.284 0.529
C -1.911 3.926 -1.063
C -2.511 5.088 -0.644
C -2.290 6.230 -1.424
C -1.515 6.178 -2.575
C -0.924 4.980 -2.998
C -1.137 3.872 -2.209
C 0.415 0.300 -5.029
C 0.587 0.932 -6.235
C 0.871 0.115 -7.345
C 0.961 -1.262 -7.223
C 0.772 -1.893 -5.983
C 0.508 -1.079 -4.905
N -1.104 -2.054 -1.087
C -4.032 -0.711 1.709
C -5.016 -1.405 2.371
H -6.714 -1.148 3.672
H -6.524 1.285 3.816
H -4.741 2.510 2.548
H -2.770 -5.348 0.935
H -1.975 -7.546 0.043
H -0.381 -7.645 -1.810
H 0.456 -5.549 -2.895
H -3.131 5.118 0.246
H -2.736 7.173 -1.128
H -1.374 7.078 -3.162
H -0.330 4.928 -3.904
H 0.506 2.009 -6.334
H 1.019 0.570 -8.318
H 1.180 -1.859 -8.101
H 0.827 -2.971 -5.879
H -5.098 -2.484 2.303
F 4.988 -4.642 -1.426
C 5.246 -3.344 -1.244
F 5.930 -3.191 -0.105
F 5.974 -2.887 -2.260
C 3.945 -2.573 -1.127
C 3.781 -1.343 -1.733
C 2.601 -0.659 -1.532
N 1.599 -1.131 -0.771
C 1.780 -2.327 -0.185
C 2.923 -3.076 -0.343
H 4.557 -0.919 -2.357
H 2.452 0.296 -2.005
H 0.976 -2.703 0.421
H 3.015 -4.040 0.146
C 2.450 0.584 4.077
C 2.252 -0.171 2.755
C 1.784 -1.573 3.160
C 3.566 -0.279 1.972
P 0.928 0.800 1.735
C -0.347 0.991 3.023
C -1.160 -0.112 3.302
C -2.007 -0.119 4.402
C -2.078 0.998 5.229
C -1.280 2.103 4.963
C -0.410 2.095 3.878
C 1.660 2.469 1.210
C 0.558 3.502 0.998
C 2.688 3.091 2.166
C 2.341 2.209 -0.141
H 3.325 0.141 4.564
H 1.600 0.446 4.745
H 2.647 1.645 3.978
H 2.540 -1.972 3.843
H 1.715 -2.264 2.332
H 0.849 -1.563 3.710
H 3.422 -0.700 0.981
H 4.243 -0.947 2.517
H 4.084 0.674 1.867
H -1.099 -0.991 2.679
H -2.598 -1.003 4.629
H -2.735 0.997 6.093
H -1.305 2.964 5.623
H 0.257 2.939 3.748
H -0.120 3.620 1.839
H -0.019 3.264 0.120
H 1.030 4.473 0.811
H 2.236 3.430 3.100
H 3.084 3.980 1.665
H 3.536 2.453 2.391
H 1.653 1.763 -0.856
H 3.215 1.561 -0.046
H 2.677 3.161 -0.562
*
```

Values of E_tot, in order: -302.85090, -839.52940, -5300.74037, -909.23124, -3208.04709, all in Ha.